No. 1
{"formula": "C39H38ClInN3O2P2S3", "method": "ωB97M-V/def2-TZVPD", "species": ["In", "O", "C", "O", "C", "N", "C", "C", "C", "H", "H", "H", "H", "H", "H", "H", "H", "H", "Cl", "C", "H", "H", "S", "C", "S", "C", "N", "N", "C", "C", "C", "C", "C", "C", "S", "H", "H", "H", "H", "H", "C", "P", "C", "C", "C", "C", "C", "C", "C", "C", "C", "C", "C", "C", "P", "C", "C", "C", "C", "C", "C", "C", "C", "C", "C", "C", "C", "H", "H", "H", "H", "H", "H", "H", "H", "H", "H", "H", "H", "H", "H", "H", "H", "H", "H", "H", "H", "H", "H"], "coordinates": [[-0.768, 1.564, -3.175], [-1.834, 3.200, -1.604], [-1.350, 4.176, -2.248], [-1.008, 4.165, -3.434], [-1.168, 5.470, -1.440], [-1.471, 5.107, -0.006], [-2.556, 6.007, 0.492], [-3.323, 6.348, -0.774], [-2.209, 6.536, -1.806], [-0.142, 5.815, -1.539], [-0.648, 5.068, 0.594], [-1.809, 4.118, -0.115], [-2.092, 6.894, 0.922], [-3.125, 5.488, 1.261], [-3.922, 7.245, -0.642], [-3.989, 5.531, -1.053], [-1.779, 7.534, -1.722], [-2.541, 6.400, -2.833], [-4.307, 1.104, -4.497], [-3.387, 2.110, -5.511], [-3.043, 3.050, -5.114], [-3.248, 1.800, -6.532], [-4.379, -1.417, 1.863], [-3.937, -1.753, 0.326], [-3.572, -0.498, -0.818], [-3.142, -1.678, -2.007], [-3.331, -2.924, -1.590], [-3.744, -2.967, -0.330], [-3.821, -4.285, 0.244], [-3.035, -5.282, -0.322], [-3.080, -6.560, 0.205], [-3.900, -6.845, 1.288], [-4.690, -5.846, 1.831], [-4.662, -4.559, 1.312], [-2.466, -1.296, -3.482], [-2.404, -5.059, -1.170], [-2.468, -7.335, -0.235], [-3.927, -7.844, 1.701], [-5.342, -6.058, 2.666], [-5.295, -3.796, 1.729], [3.332, 0.638, -0.365], [1.659, 0.899, -1.106], [1.066, -0.807, -1.430], [1.328, -1.281, -2.717], [0.973, -2.568, -3.091], [0.328, -3.395, -2.186], [0.052, -2.934, -0.907], [0.422, -1.653, -0.528], [0.620, 1.543, 0.259], [1.102, 2.630, 1.000], [0.333, 3.214, 1.992], [-0.953, 2.746, 2.250], [-1.464, 1.707, 1.488], [-0.683, 1.121, 0.499], [3.512, 0.504, 1.474], [2.712, -1.103, 1.810], [3.123, -2.297, 1.220], [2.489, -3.486, 1.527], [1.431, -3.497, 2.430], [1.017, -2.318, 3.028], [1.661, -1.125, 2.720], [5.278, 0.025, 1.597], [5.691, -0.619, 2.765], [7.020, -0.944, 2.965], [7.969, -0.621, 2.004], [7.576, 0.031, 0.848], [6.240, 0.355, 0.647], [3.948, 1.482, -0.682], [3.725, -0.248, -0.876], [1.821, -0.633, -3.435], [1.191, -2.920, -4.090], [0.042, -4.397, -2.477], [-0.440, -3.578, -0.189], [0.232, -1.335, 0.487], [2.102, 3.007, 0.820], [0.751, 4.014, 2.591], [-1.543, 3.179, 3.049], [-2.463, 1.331, 1.671], [-1.104, 0.311, -0.077], [3.957, -2.298, 0.527], [2.815, -4.408, 1.065], [0.938, -4.429, 2.674], [0.200, -2.324, 3.738], [1.341, -0.200, 3.187], [4.962, -0.877, 3.525], [7.318, -1.451, 3.873], [9.009, -0.876, 2.159], [8.307, 0.290, 0.095], [5.967, 0.866, -0.266]], "atomic_forces_ev_per_a": [[-0.06, 0.06, -0.26], [-0.07, -0.27, 0.08], [0.02, 0.15, -0.03], [0.06, 0.01, -0.06], [-0.05, 0.00, 0.02], [-0.02, -0.07, -0.15], [-0.01, 0.02, 0.09], [-0.02, 0.06, 0.02], [0.04, 0.04, -0.05], [-0.01, -0.02, 0.02], [-0.03, 0.01, -0.01], [0.06, 0.05, 0.09], [0.02, -0.03, 0.01], [-0.02, 0.02, -0.02], [-0.03, -0.02, -0.01], [0.02, -0.04, 0.00], [0.02, -0.01, 0.01], [-0.01, 0.03, 0.01], [-0.08, 0.38, -0.23], [0.00, -0.14, 0.20], [-0.01, 0.03, 0.03], [-0.03, -0.03, -0.02], [0.08, -0.08, 0.03], [0.03, 0.15, 0.09], [-0.18, 0.11, 0.16], [0.34, -0.02, -0.49], [-0.03, 0.13, -0.06], [-0.03, -0.07, 0.05], [-0.08, 0.03, 0.15], [0.09, -0.02, 0.03], [0.00, -0.04, 0.02], [0.01, 0.03, -0.01], [0.00, 0.01, 0.01], [-0.05, -0.07, -0.07], [0.01, -0.40, 0.11], [0.00, 0.01, 0.01], [0.01, -0.01, 0.00], [0.00, -0.02, 0.00], [-0.02, -0.02, 0.01], [-0.01, 0.00, 0.00], [0.09, 0.00, -0.02], [-0.17, -0.03, 0.04], [-0.04, 0.03, 0.10], [0.00, 0.03, -0.05], [0.03, 0.02, -0.01], [-0.02, -0.05, 0.01], [-0.04, 0.01, -0.01], [0.03, 0.00, 0.00], [0.09, 0.11, -0.01], [0.04, 0.02, -0.06], [-0.01, 0.00, 0.04], [-0.01, -0.02, 0.01], [0.00, 0.05, 0.00], [-0.03, -0.06, 0.03], [0.11, 0.03, 0.06], [-0.01, -0.02, 0.02], [0.06, 0.02, 0.00], [-0.02, -0.03, 0.02], [-0.01, -0.02, 0.00], [-0.03, -0.01, -0.01], [-0.05, 0.04, -0.01], [0.00, 0.03, -0.03], [-0.05, -0.02, 0.03], [0.03, -0.01, 0.02], [0.01, 0.00, -0.02], [0.01, 0.00, 0.02], [-0.01, -0.02, -0.03], [-0.03, 0.00, -0.01], [0.03, 0.04, 0.03], [0.00, 0.01, 0.00], [0.01, -0.01, -0.03], [-0.02, -0.01, -0.01], [0.00, -0.02, 0.02], [0.01, 0.01, 0.05], [0.01, -0.01, 0.01], [0.02, 0.02, 0.03], [-0.01, 0.01, 0.03], [-0.02, -0.02, 0.00], [0.01, -0.02, -0.01], [0.01, 0.01, -0.01], [0.01, -0.02, -0.01], [-0.01, -0.02, 0.01], [-0.01, 0.00, 0.02], [0.01, 0.01, 0.01], [-0.02, -0.01, 0.00], [0.00, -0.01, 0.02], [0.02, 0.00, 0.00], [0.02, 0.01, -0.02], [-0.02, 0.00, -0.02]], "homo_ev": [-10.0693, -9.9983], "total_charge": 1, "energy_ha": -4351.03143, "gap_ev": [7.352, 5.133], "multiplicity": 1, "de_lowest_ev": 3.839}


No. 2
{"formula": "H32O16", "method": "ωB97M-V/def2-TZVPD", "species": ["O", "H", "H", "O", "H", "H", "O", "H", "H", "O", "H", "H", "O", "H", "H", "O", "H", "H", "O", "H", "H", "O", "H", "H", "O", "H", "H", "O", "H", "H", "O", "H", "H", "O", "H", "H", "O", "H", "H", "O", "H", "H", "O", "H", "H", "O", "H", "H"], "coordinates": [[-1.896, 3.133, 1.360], [-2.246, 3.367, 0.497], [-1.268, 3.797, 1.669], [2.052, 2.717, -0.627], [1.849, 3.333, 0.087], [2.830, 2.207, -0.392], [2.574, -0.912, -4.144], [3.359, -1.418, -4.381], [2.168, -0.985, -5.026], [0.330, -1.395, -1.770], [0.604, -0.744, -2.438], [0.113, -2.059, -2.444], [2.819, 1.908, -3.580], [3.758, 2.098, -3.602], [2.328, 2.347, -2.892], [-1.478, 0.655, 2.296], [-1.646, 0.340, 1.336], [-1.236, 1.641, 2.202], [-4.082, 3.349, -1.749], [-4.075, 3.229, -0.804], [-3.275, 3.227, -2.335], [1.555, -5.156, 0.781], [0.604, -5.287, 0.754], [1.724, -4.611, 1.555], [-0.911, 0.397, -0.226], [-0.420, -0.451, -0.524], [-0.834, 1.027, -0.954], [2.454, 1.087, 4.317], [1.517, 1.113, 4.625], [2.766, 1.990, 4.259], [-2.706, -2.988, -0.822], [-2.906, -3.344, 0.065], [-2.194, -2.199, -0.623], [-1.795, 2.604, -2.441], [-1.936, 1.652, -2.418], [-1.586, 2.881, -1.542], [1.454, -4.773, -2.659], [1.081, -4.144, -2.039], [0.894, -5.561, -2.586], [0.573, 2.659, 5.074], [-0.295, 2.668, 5.491], [0.723, 3.488, 4.582], [2.060, -2.434, 2.146], [1.416, -1.876, 1.690], [2.745, -1.836, 2.462], [-3.136, -2.694, 1.860], [-3.907, -2.095, 1.884], [-2.523, -1.955, 2.027]], "atomic_forces_ev_per_a": [[0.49, -0.69, 0.77], [0.02, 0.37, 0.01], [-0.32, 0.39, -0.43], [-0.68, 0.07, -0.18], [0.46, -0.18, -0.11], [0.17, 0.06, 0.24], [-0.20, -0.63, -1.20], [0.44, -0.12, 0.78], [-0.44, 0.51, 0.44], [-0.15, 0.24, -1.20], [0.72, 0.50, 0.51], [-0.32, -0.74, 0.73], [-0.48, -0.74, -0.84], [-0.11, 0.42, 0.50], [0.55, 0.61, 0.46], [0.26, 0.12, -0.05], [0.45, 0.62, -0.45], [-0.58, -0.36, -0.49], [-0.71, 0.59, -1.42], [0.62, -0.23, -0.02], [-1.12, -0.03, 1.89], [-0.03, 0.00, -0.21], [-0.06, -0.08, 0.13], [0.04, 0.16, 0.05], [0.19, -1.53, 0.65], [-0.60, 1.22, -0.25], [0.32, -0.09, 0.22], [-0.61, -1.07, -0.32], [1.35, 0.45, -0.21], [-0.13, 0.16, 0.24], [0.09, -0.20, 0.21], [0.05, 0.24, -0.55], [-0.02, -0.04, -0.14], [1.25, -0.26, -0.23], [-0.28, -0.10, -0.19], [0.12, 0.01, -0.19], [-0.29, -0.22, -0.33], [0.10, -0.08, 0.36], [0.26, 0.29, 0.02], [-0.37, 0.42, -0.45], [0.07, 0.48, 0.03], [-0.42, -0.42, 0.67], [-0.33, 0.17, -0.04], [0.36, -0.18, 0.06], [0.00, -0.02, 0.04], [-0.25, 2.06, 0.56], [-0.58, -1.15, -0.19], [0.70, -1.01, 0.13]], "homo_ev": [-12.9645, -12.9397], "s_squared": 0.75, "total_charge": 1, "energy_ha": -1222.54262, "gap_ev": [8.668, 2.237], "multiplicity": 2, "de_lowest_ev": 1.404}


> What is the formula in the first record?

C39H38ClInN3O2P2S3


> Number 2 is which compound?

H32O16